# C27H34Cl2IN2O5OsP

A structure of composition C27H34Cl2IN2O5OsP in a non-equilibrium geometry (ωB97M-V/def2-TZVPD, the OMol25 dataset).

Last column: Mulliken charge in e.
Element x y z (Å)
Os1 0.2817 -0.0926 -0.2611  2.17
C1 0.3356 -2.2285 2.0348  -1.03
N1 -0.2330 -2.0472 0.6853  -0.04
C2 -1.7099 -2.1853 0.7834  -1.00
C3 0.2576 -3.0925 -0.2392  -1.57
C4 -0.0387 -2.6424 -1.6375  1.96
C5 -0.3267 -3.5348 -2.6550  -0.93
C6 -0.5567 -3.0677 -3.9440  -0.78
C7 -0.4752 -1.7084 -4.2147  -0.68
C8 -0.1722 -0.8175 -3.1974  1.46
C9 0.0121 -1.2482 -1.8762  -1.27
H1 0.0454 -3.1996 2.4442  0.43
H2 -0.0398 -1.4471 2.6947  0.27
H3 1.4203 -2.1807 1.9896  0.27
H4 -1.9554 -3.1582 1.2156  0.42
H5 -2.1533 -2.1119 -0.2075  0.37
H6 -2.1202 -1.4095 1.4165  0.35
H7 -0.2026 -4.0563 -0.0056  0.64
H8 1.3364 -3.1935 -0.1009  0.34
H9 -0.3676 -4.5980 -2.4491  0.54
H10 -0.7790 -3.7677 -4.7384  0.44
H11 -0.6429 -1.3465 -5.2214  0.54
H12 -0.0675 0.2275 -3.4308  -0.68
Cl1 -0.1745 4.8486 5.4407  -0.17
C10 0.2346 3.7900 4.1884  0.10
C11 1.5785 3.6291 3.8258  -0.58
C12 1.9191 2.7661 2.8141  0.29
Cl2 3.5305 2.6273 2.3040  -0.15
C13 0.9127 1.9501 2.1614  -0.53
O1 1.2254 1.0605 1.3492  0.03
C14 -0.4615 2.2149 2.5102  1.08
C15 -1.5178 1.5309 1.7867  -0.64
O2 -1.3655 0.6480 0.9532  -0.46
C16 -0.7880 3.1016 3.4943  -1.06
H13 2.3445 4.1938 4.3398  0.51
H14 -2.5450 1.8389 2.0213  0.44
H15 -1.8244 3.2753 3.7596  0.47
I1 5.7606 -0.5608 2.2690  0.21
C17 4.5490 -0.7428 0.6008  -0.78
C18 5.0969 -0.9978 -0.6458  -0.25
C19 4.2383 -1.1773 -1.7150  -0.97
C20 2.8780 -1.0785 -1.5149  -0.12
N2 2.3364 -0.7943 -0.3076  0.27
C21 3.1749 -0.6352 0.7307  -0.55
H16 6.1694 -1.0663 -0.7729  0.47
H17 4.6173 -1.4063 -2.7013  0.54
H18 2.1891 -1.2485 -2.3239  0.33
H19 2.7384 -0.4408 1.6933  0.71
C22 -0.5387 2.2691 -4.9531  -1.26
C23 -0.8493 2.5166 -3.4981  -0.35
O3 0.3900 2.5021 -2.7306  -0.48
P1 0.5840 2.0342 -1.2325  1.31
O4 -0.3229 2.9881 -0.3341  -0.37
C24 -0.4528 4.4229 -0.5738  -0.31
C25 -1.9154 4.7748 -0.6832  -1.26
O5 2.0313 2.6267 -0.9496  -0.17
C26 3.1843 2.3024 -1.7687  0.00
C27 3.6176 3.5157 -2.5530  -1.52
H20 -1.4610 2.3296 -5.5309  0.40
H21 -0.0918 1.2907 -5.1190  0.28
H22 0.1514 3.0257 -5.3246  0.36
H23 -1.5467 1.7837 -3.0864  0.49
H24 -1.2811 3.5094 -3.3768  0.28
H25 0.1024 4.6899 -1.4726  0.29
H26 0.0156 4.9195 0.2758  0.38
H27 -2.3970 4.1969 -1.4717  0.28
H28 -2.0256 5.8340 -0.9145  0.43
H29 -2.4372 4.5707 0.2527  0.31
H30 2.9392 1.4704 -2.4321  0.18
H31 3.9605 1.9799 -1.0738  0.30
H32 2.8486 3.8059 -3.2683  0.24
H33 4.5354 3.2948 -3.0986  0.47
H34 3.8015 4.3540 -1.8817  0.34

The total charge is +2. The value obtained for the lowest unoccupied orbital energy (alpha / beta) is -8.731 / -8.731 eV. Its spin multiplicity is 1. The calculation puts the highest occupied orbital energy (alpha / beta) at -12.81 / -12.82 eV. The value obtained for the HOMO-LUMO gap (alpha / beta) is 4.08 / 4.09 eV.

---

# C2H5N3OS

A cluster of 2 separate species, C2H5N3OS in total in a non-equilibrium geometry (ωB97M-V/def2-TZVPD, the OMol25 dataset).

Last column: Mulliken charge in e.
Element x y z (Å)
C1 0.1205 0.0205 -0.2096  0.39
C2 -0.4090 -1.0386 -0.9716  0.62
H1 0.3584 0.9320 2.2727  0.24
H2 -0.9347 2.1052 1.8225  0.28
H3 2.0893 0.7867 1.0311  0.33
H4 2.1150 -0.4926 -0.8171  0.28
H5 -2.0295 -1.7777 -2.2535  0.16
N1 -0.1569 1.6173 1.3515  -0.83
N2 -0.6477 0.7564 0.4206  -0.16
N3 1.4133 -0.0176 -0.1060  -0.54
O1 0.2554 -1.7177 -1.6705  -0.52
S1 -2.1741 -1.1738 -0.8701  -0.24

The total charge is 0. The value obtained for the lowest unoccupied orbital energy is -0.341 eV. Its spin multiplicity is 1. The calculation puts the highest occupied orbital energy at -8.52 eV. The value obtained for the HOMO-LUMO gap is 8.18 eV.